(1)
Density functional theory data (the ωB97M-V functional and the def2-TZVPD basis) for a 10-piece molecular cluster, C34H40Cl8F4O2 overall.

Structure (XYZ):
```
88
Properties=species:S:1:pos:R:3:forces:R:3
F 1.3405 -1.6404 -3.2255 -0.13 -0.35 -0.17
C 2.3634 -1.8059 -2.3710 0.61 1.35 0.45
C 2.2146 -2.5393 -1.2242 -0.75 -0.47 0.54
C 3.2295 -2.5859 -0.2623 -0.06 0.31 -0.58
C 4.3865 -1.8600 -0.4741 0.10 0.04 -0.23
C 4.5332 -1.0892 -1.6408 0.19 -1.38 0.81
C 3.5091 -1.0461 -2.5636 0.81 0.05 -0.60
H 1.2526 -3.0130 -1.0568 0.14 -0.22 -0.02
H 3.1420 -3.1936 0.6270 -0.23 0.00 0.01
H 5.1781 -1.9494 0.2594 0.13 0.16 -0.13
H 5.5233 -0.7282 -1.8848 -0.19 0.60 0.07
H 3.7245 -0.4432 -3.4386 -0.58 -0.27 -0.19
F 1.6144 5.6554 -2.5350 0.08 0.29 0.07
C 1.7523 4.3679 -2.1904 -0.34 -0.74 -0.35
C 1.2483 3.9290 -0.9806 -0.52 0.41 0.78
C 1.3380 2.5943 -0.6152 0.84 -0.06 -1.00
C 1.9221 1.7170 -1.5290 0.01 -1.26 0.57
C 2.3811 2.1103 -2.7592 -0.33 1.81 -0.19
C 2.2817 3.4780 -3.0950 0.72 -1.14 -0.45
H 0.7354 4.6444 -0.3463 0.17 0.02 0.06
H 1.0455 2.1838 0.3374 -0.34 0.37 0.10
H 2.0325 0.6682 -1.2673 -0.15 0.10 0.16
H 2.8010 1.4396 -3.4936 -0.04 -0.10 0.17
H 2.6821 3.7424 -4.0659 -0.22 0.55 0.09
F -0.8681 -4.0788 -0.4869 0.18 -0.02 -0.17
C -1.4611 -4.6006 -1.5895 -0.51 0.00 -0.33
C -2.2500 -5.7198 -1.4238 0.46 -0.43 0.62
C -2.8726 -6.3065 -2.5146 0.03 0.84 0.06
C -2.7453 -5.6775 -3.7485 -0.01 -0.50 -0.49
C -1.9651 -4.5421 -3.9137 -0.32 0.04 0.50
C -1.3240 -3.9831 -2.8145 0.49 0.14 -0.06
H -2.2632 -6.1511 -0.4282 -0.27 -0.05 -0.08
H -3.5047 -7.1706 -2.3738 0.08 -0.11 -0.10
H -3.2144 -6.1176 -4.6210 -0.11 0.07 0.06
H -1.9247 -4.0441 -4.8715 0.16 -0.07 -0.05
H -0.6798 -3.1188 -2.9174 -0.14 0.08 0.03
F -3.4077 -1.5498 -4.2026 -0.01 -0.13 0.01
C -3.4646 -0.2075 -4.1529 -0.66 0.37 0.36
C -2.3931 0.4973 -3.6648 0.85 0.63 0.00
C -2.4229 1.8982 -3.6620 -0.08 -0.97 -0.48
C -3.5423 2.5503 -4.1340 -0.49 0.53 0.61
C -4.6725 1.8298 -4.5131 0.51 -0.44 -0.66
C -4.6369 0.4404 -4.5270 0.15 -0.06 0.07
H -1.4899 0.0125 -3.3128 -0.11 -0.27 -0.16
H -1.5298 2.4291 -3.3643 -0.07 0.15 0.16
H -3.5902 3.6282 -4.0262 0.02 -0.01 -0.41
H -5.5355 2.2949 -4.9703 -0.09 0.29 0.44
H -5.5203 -0.1220 -4.7972 0.13 -0.13 -0.17
C 3.9155 0.8952 2.1362 -0.75 -0.22 0.25
C 4.2336 1.6411 3.4188 0.40 0.03 -0.34
C 5.0778 2.8928 3.3195 -0.03 -0.04 0.63
O 3.8556 1.2109 4.4829 -0.13 0.10 0.08
H 3.0305 0.2977 2.3600 0.11 -0.14 -0.10
H 4.7111 0.2011 1.8646 0.17 0.13 0.06
H 3.6729 1.5104 1.2692 0.28 0.25 0.08
H 6.0378 2.6512 2.8615 -0.14 0.15 -0.39
H 5.2978 3.2796 4.3149 -0.14 -0.12 0.04
H 4.5362 3.6702 2.7798 0.20 -0.08 -0.33
C 1.1307 2.1718 6.5124 -0.22 -0.51 0.41
C 0.2378 1.6903 5.4005 0.01 0.43 -0.32
C 0.1121 2.5626 4.1681 0.66 -0.26 0.39
O -0.3444 0.6349 5.4541 -0.20 -0.34 0.14
H 1.0906 1.4193 7.3001 0.23 -0.01 -0.04
H 0.8060 3.1089 6.9662 -0.02 0.18 -0.35
H 2.1444 2.2680 6.1262 0.09 0.08 0.08
H -0.5204 3.4183 4.4071 -0.15 -0.01 -0.22
H -0.2494 1.9426 3.3546 -0.33 0.26 -0.03
H 1.1036 2.9428 3.9069 -0.06 0.12 -0.03
Cl -3.6712 0.1201 1.8351 0.04 -0.19 0.15
C -3.4216 0.8230 3.4400 -0.09 0.19 0.29
Cl -4.9551 0.9104 4.3384 0.17 0.06 -0.07
H -2.7344 0.2295 4.0330 0.04 -0.17 -0.21
H -3.0234 1.8220 3.3030 -0.15 0.04 -0.01
Cl -2.8716 -3.8911 2.0371 -0.06 0.04 -0.06
C -2.6482 -3.5695 3.7811 -0.13 -0.86 -0.65
Cl -1.4724 -2.3017 4.0443 -0.12 0.20 0.38
H -3.6415 -3.3684 4.1646 0.20 0.44 0.25
H -2.2680 -4.5053 4.1755 0.05 0.16 0.24
Cl 0.3559 -0.0478 1.6310 -0.44 -0.42 0.04
C -0.6376 -1.3681 0.9094 0.53 0.79 -0.37
Cl -1.1861 -0.8704 -0.7097 0.11 -0.32 0.13
H 0.0454 -2.2007 0.8230 -0.26 -0.23 -0.06
H -1.5168 -1.5467 1.5098 0.14 0.00 0.10
Cl -1.5766 3.2462 1.2110 -0.29 -0.43 -0.35
C -2.1816 2.3879 -0.2548 0.03 0.07 0.25
Cl -3.6705 3.1558 -0.8454 0.47 -0.11 0.11
H -1.3530 2.3919 -0.9558 -0.26 0.45 -0.32
H -2.4047 1.3462 -0.0480 -0.06 0.31 0.43
```
Positions in Å, forces in eV/Å.

Summary:
SMILES string	Fc1ccccc1.Fc1ccccc1.Fc1ccccc1.Fc1ccccc1.CC(C)=O.CC(C)=O.ClCCl.ClCCl.ClCCl.ClCCl
total energy	-5551.02330	a.u.
frontier orbital gap	9.662	eV
E_HOMO	-9.15	eV


(2)
Density functional theory data (the ωB97M-V functional and the def2-TZVPD basis) for C34H40ClIN9O4STl as an isolated structure.

Structure (XYZ):
```
91
Properties=species:S:1:pos:R:3:forces:R:3
Tl 1.3827 -0.7683 0.6756 -0.01 -0.15 -0.11
N 4.6885 -0.1236 1.4729 -0.13 -0.03 -0.01
N 5.6730 0.3282 0.6062 0.02 0.09 -0.10
C 5.3602 0.6996 -0.6673 -0.04 -0.08 0.09
N 6.3900 1.2842 -1.3212 0.04 0.06 -0.01
S 3.8831 0.4917 -1.3915 -0.08 -0.03 0.00
H 4.3211 0.6226 2.0512 -0.03 0.03 0.01
H 5.0410 -0.8855 2.0309 0.01 -0.06 0.03
H 6.4980 0.7432 1.0119 0.07 0.06 0.03
H 7.3253 1.2840 -0.9526 0.03 -0.04 -0.02
H 6.2534 1.4851 -2.2945 0.00 0.01 -0.02
C -4.0495 2.5215 -0.3883 -0.05 0.04 -0.01
O -2.8837 3.3026 -0.0977 0.02 -0.01 0.07
C -2.5063 4.1058 -1.1419 -0.19 0.01 -0.01
C -3.0337 5.3851 -1.2482 -0.04 0.04 0.07
C -2.7114 6.1946 -2.3249 -0.03 0.06 0.03
C -1.8511 5.7223 -3.3049 0.07 -0.03 -0.06
C -1.2930 4.4601 -3.1832 0.08 0.01 0.04
C -1.6026 3.6409 -2.0985 0.02 0.00 -0.22
N -1.0643 2.3408 -2.0249 -0.08 0.18 0.15
C -0.3557 1.8034 -0.9720 0.02 0.22 -0.14
N -0.0267 2.6791 0.0105 -0.02 0.02 0.02
C 0.6062 2.4806 1.2466 0.05 -0.19 -0.08
C 1.1870 1.3112 1.7122 0.11 0.03 0.30
C 1.8043 1.3280 2.9699 -0.03 -0.11 -0.02
C 1.8409 2.4622 3.7567 -0.02 0.03 -0.03
C 1.2539 3.6366 3.2898 0.05 0.04 0.12
C 0.6488 3.6434 2.0512 0.01 -0.12 0.03
O 0.0524 4.7365 1.4995 -0.07 0.20 -0.04
C 0.0193 5.9322 2.2535 -0.04 0.04 -0.01
N 0.0073 0.5722 -0.9722 0.13 -0.58 0.00
C -0.4387 -0.2875 -2.0060 -0.07 0.04 -0.11
C 0.5012 -0.8294 -2.8810 -0.13 0.04 0.03
C 0.1339 -1.7500 -3.8497 0.05 -0.02 -0.04
C -1.1915 -2.1420 -3.9563 -0.03 -0.03 -0.03
C -2.1377 -1.6170 -3.0894 -0.01 -0.03 0.00
C -1.7752 -0.7027 -2.1101 0.08 -0.04 -0.07
O -2.7832 -0.2146 -1.3236 0.02 0.05 0.04
C -2.6328 -0.2746 0.0984 0.16 -0.05 0.12
H -4.9045 3.1715 -0.5901 0.01 0.03 -0.01
H -4.2473 1.9255 0.4998 -0.02 0.07 -0.05
H -3.8689 1.8566 -1.2360 -0.02 0.06 0.05
H -3.7190 5.7181 -0.4767 0.03 -0.01 -0.04
H -3.1361 7.1881 -2.4027 0.01 -0.05 0.01
H -1.5990 6.3422 -4.1566 -0.01 -0.04 0.04
H -0.5966 4.0916 -3.9281 -0.02 0.01 0.02
H -1.0109 1.8090 -2.8784 -0.05 -0.09 -0.02
H -0.4079 3.6083 -0.0812 0.07 -0.02 -0.07
H 2.2579 0.4127 3.3476 -0.04 0.04 -0.01
H 2.3136 2.4495 4.7318 0.00 -0.01 -0.03
H 1.2731 4.5319 3.8974 0.00 -0.06 -0.04
H -0.4949 6.6617 1.6334 0.00 0.00 0.01
H 1.0272 6.2924 2.4753 0.00 -0.03 -0.02
H -0.5316 5.7974 3.1883 0.01 -0.03 -0.02
H 1.5343 -0.5242 -2.7736 0.03 0.00 0.02
H 0.8854 -2.1663 -4.5105 -0.03 0.02 0.03
H -1.4903 -2.8691 -4.7018 0.01 0.02 0.03
H -3.1753 -1.9258 -3.1348 0.04 0.02 0.01
H -3.6404 -0.3838 0.4961 -0.02 -0.03 0.03
H -2.1897 0.6446 0.4928 -0.03 -0.03 -0.03
H -2.0272 -1.1352 0.3903 -0.06 0.18 -0.08
Cl 0.4386 -7.6885 -2.3004 0.00 -0.08 -0.03
C 0.2461 -6.0987 -1.6156 -0.03 0.11 0.05
C -0.9672 -5.7246 -1.1137 0.03 -0.05 -0.04
C -1.1497 -4.4522 -0.5561 0.09 -0.09 0.00
I -3.0359 -3.9554 0.1853 0.02 -0.10 -0.15
C -0.1293 -3.5024 -0.4796 -0.13 0.26 0.02
O -0.3058 -2.3319 0.0101 0.07 0.05 0.29
C 1.1560 -3.9134 -1.0191 0.11 -0.29 -0.15
N 2.1612 -3.0111 -0.9668 0.06 0.02 0.04
C 3.3444 -3.3293 -1.4343 -0.15 0.03 0.02
C 3.6256 -4.5832 -2.0075 0.01 0.03 -0.01
C 2.6279 -5.5135 -2.0815 0.04 0.01 0.01
C 1.3451 -5.2052 -1.5823 -0.11 0.17 0.09
H -1.7985 -6.4168 -1.1477 0.03 0.00 -0.01
H 4.1069 -2.5599 -1.3707 0.02 0.02 0.01
H 4.6182 -4.7934 -2.3852 -0.03 0.00 0.01
H 2.8030 -6.4883 -2.5168 0.01 0.02 0.00
N -4.1728 -4.9679 3.8226 -0.06 -0.07 -0.03
C -1.6910 -2.6339 4.5835 0.12 0.15 0.17
C -1.0360 -2.5797 3.2502 -0.05 0.03 -0.04
N 0.1083 -1.6418 3.1978 0.17 0.13 -0.15
H -3.7851 -4.4539 4.6021 0.06 0.07 0.10
H -3.3979 -5.4625 3.3951 -0.02 0.01 -0.05
H -4.4704 -4.2740 3.1463 0.02 -0.02 -0.02
H -1.2608 -3.2299 5.3823 -0.06 0.00 -0.09
H -2.4135 -1.8764 4.8705 0.03 -0.09 -0.06
H -1.7405 -2.2730 2.4758 0.07 0.02 0.04
H -0.6718 -3.5626 2.9472 0.05 0.01 0.00
H 0.8294 -1.8820 3.8677 -0.06 -0.17 0.08
H -0.1710 -0.6934 3.4212 -0.17 0.04 0.04
```
Positions in Å, forces in eV/Å.

Summary:
total energy	-3441.80840	a.u.
frontier orbital gap (alpha / beta)	6.425 / 6.254	eV
E_HOMO (alpha / beta)	-6.41 / -6.72	eV


(3)
Density functional theory data (the ωB97M-V functional and the def2-TZVPD basis) for C34H40F4IN3OPSTeTi as an isolated structure.

Structure (XYZ):
```
87
Properties=species:S:1:pos:R:3:forces:R:3
Ti -1.7264 0.0508 -0.2674 -0.07 -1.18 0.15
C -0.9301 -0.4156 -3.3465 0.02 -0.01 0.05
N -2.1166 -0.5640 -2.4968 0.09 -0.22 0.06
C -3.2684 0.0283 -3.1779 0.05 0.03 0.01
C -2.3427 -2.0052 -2.2460 -0.05 -0.05 0.11
C -3.4994 -2.2398 -1.2797 0.03 0.07 0.02
N -3.3268 -1.3309 -0.1601 -0.34 0.20 -0.01
C -4.0471 -1.4394 0.9603 0.04 -0.01 -0.08
C -3.6821 -0.6278 2.0627 -0.01 0.05 0.06
F -2.5757 0.1711 1.9106 -0.12 0.01 0.10
C -4.3430 -0.6065 3.2624 0.00 -0.02 -0.01
F -3.9041 0.2152 4.2335 -0.02 -0.01 0.00
C -5.4447 -1.4140 3.4907 0.02 0.02 0.02
C -5.8252 -2.2293 2.4411 -0.01 -0.02 -0.03
F -6.8988 -3.0311 2.5949 0.01 0.00 0.01
C -5.1712 -2.2542 1.2281 -0.05 -0.02 0.02
F -5.6558 -3.0729 0.2629 -0.02 0.00 0.01
H -1.0748 -0.9432 -4.3001 0.00 0.00 -0.01
H -0.7468 0.6402 -3.5395 0.00 0.00 0.00
H -0.0621 -0.8280 -2.8315 0.00 0.01 0.00
H -3.4621 -0.4926 -4.1263 0.00 0.01 -0.01
H -4.1541 -0.0304 -2.5504 -0.01 -0.01 0.00
H -3.0616 1.0783 -3.3883 0.00 0.00 0.02
H -2.5064 -2.5397 -3.1938 -0.08 0.05 -0.02
H -1.4263 -2.3830 -1.7922 0.01 -0.04 -0.04
H -4.4619 -2.0972 -1.7870 0.00 -0.02 -0.02
H -3.4610 -3.2888 -0.9700 -0.01 -0.01 0.00
H -5.9741 -1.4071 4.4300 0.00 0.00 0.00
I -3.8378 2.1956 -0.3153 0.00 0.21 -0.02
C -2.4835 3.4269 -1.3562 0.02 -0.03 0.02
C -2.9761 4.6000 -1.8426 0.08 0.14 -0.08
C -2.1049 5.4831 -2.5245 -0.14 -0.04 0.06
C -0.7933 5.1550 -2.6703 0.10 -0.04 0.00
C -0.2766 3.9329 -2.1637 0.04 0.04 -0.03
C 1.0897 3.6100 -2.3207 -0.03 0.07 -0.02
C 1.5662 2.4261 -1.8328 0.05 -0.09 0.04
C 0.7096 1.5118 -1.1873 -0.03 0.15 -0.04
C -0.6460 1.7460 -0.9963 0.08 0.88 -0.34
C -1.1268 3.0048 -1.4921 -0.03 -0.01 0.03
H -4.0156 4.8637 -1.7043 0.00 0.00 0.00
H -2.4907 6.4163 -2.9153 0.00 0.00 0.00
H -0.1133 5.8285 -3.1807 0.01 -0.01 0.00
H 1.7412 4.3141 -2.8265 0.00 0.00 -0.01
H 2.6162 2.1782 -1.9520 0.00 -0.01 0.00
H 1.1324 0.5724 -0.8440 0.01 -0.01 0.00
C 3.2891 2.1289 2.9518 0.01 0.01 -0.02
C 2.3173 1.6224 1.8891 0.01 -0.02 -0.01
P 0.5488 1.3643 2.3720 -0.12 0.05 0.11
C 0.1315 3.0832 2.9283 0.00 -0.01 0.01
C -1.3582 3.2496 3.2264 -0.01 0.00 0.00
C 0.7784 0.4951 3.9964 -0.02 0.01 -0.02
C -0.4920 -0.1884 4.5016 0.01 0.02 0.01
H 4.2824 2.2860 2.5240 0.00 0.00 0.01
H 3.3959 1.4180 3.7720 -0.01 0.00 0.01
H 2.9624 3.0799 3.3762 0.00 0.00 0.00
H 2.6634 0.6673 1.4817 -0.01 -0.01 0.00
H 2.2914 2.3121 1.0411 -0.01 -0.01 -0.01
H 0.4086 3.7420 2.0986 0.02 0.00 0.01
H 0.7317 3.3769 3.7953 0.00 0.02 -0.01
H -1.9575 2.9921 2.3510 0.00 -0.01 0.00
H -1.5950 4.2782 3.5087 0.00 0.00 -0.01
H -1.6821 2.6002 4.0413 0.00 0.01 0.00
H 1.1677 1.1894 4.7482 0.04 -0.03 0.01
H 1.5471 -0.2648 3.8248 0.01 0.00 0.00
H -1.2835 0.5307 4.7158 0.00 -0.02 -0.01
H -0.2949 -0.7480 5.4191 0.00 0.00 0.00
H -0.8740 -0.8874 3.7566 0.01 0.00 -0.02
C 3.7656 -2.9548 -0.2180 0.07 -0.02 0.08
Te 2.2509 -2.7147 -1.6974 0.01 0.01 -0.19
C 3.9973 -2.4501 -2.9719 0.02 0.02 0.05
C 5.1014 -3.2260 -2.3054 -0.02 -0.01 0.03
C 6.2086 -3.7135 -2.9917 0.00 0.02 -0.01
C 7.1971 -4.4301 -2.3316 0.00 0.00 0.01
C 7.0850 -4.6635 -0.9683 0.00 0.00 -0.01
C 5.9826 -4.1825 -0.2755 0.01 0.01 0.01
C 4.9864 -3.4686 -0.9320 -0.04 0.01 -0.02
H 3.4000 -3.6336 0.5472 -0.02 0.00 -0.01
H 3.9548 -1.9838 0.2422 0.00 -0.01 0.02
H 4.2468 -1.3876 -3.0105 0.01 0.00 -0.02
H 3.8216 -2.7934 -3.9910 -0.03 -0.02 0.01
H 6.2913 -3.5349 -4.0581 0.00 0.00 0.00
H 8.0480 -4.8127 -2.8820 0.00 0.00 0.00
H 7.8478 -5.2291 -0.4474 0.00 0.00 0.00
H 5.8842 -4.3748 0.7868 0.00 0.00 0.00
O 0.8501 -3.3428 0.5655 0.02 0.05 0.09
S -0.2589 -2.4535 1.0976 0.09 0.02 -0.16
N -0.4802 -1.1864 0.2225 0.35 -0.17 0.04
```
Positions in Å, forces in eV/Å.

Summary:
2S+1	3
total energy	-4113.32619	a.u.
frontier orbital gap (alpha / beta)	5.175 / 6.953	eV
E_HOMO (alpha / beta)	-3.02 / -4.80	eV
total charge	-1
expectation value of S²	2.0202